[1]
DFT (ωB97M-V with the def2-TZVPD basis set) results for a structure of composition C25H32As2F3PdSSi2.

```
66
Properties=species:S:1:pos:R:3
Pd -1.38791 -0.26838 -0.33820
S -1.49571 1.74622 -1.85500
C -0.17141 2.74732 -1.32160
C -0.35271 3.98552 -0.71750
C 0.76349 4.73912 -0.39470
C 2.03759 4.28122 -0.70060
C 2.21439 3.04812 -1.31550
C 1.11249 2.26652 -1.60520
As 1.01809 0.49702 -2.43250
C 1.34089 -0.64658 -0.85190
C 1.96719 -0.11688 0.28430
C 2.51029 -0.95658 1.24340
C 2.43529 -2.33268 1.08730
C 1.81269 -2.87048 -0.02680
C 1.26849 -2.03508 -0.99140
C 2.82699 0.33472 -3.25060
C 3.95579 0.15332 -2.46460
C 5.20499 0.13802 -3.06200
C 5.32729 0.27392 -4.43510
C 4.19449 0.41252 -5.22120
C 2.94219 0.44992 -4.62830
H -1.35171 4.34692 -0.52910
H 0.63569 5.69892 0.08280
H 2.90309 4.88152 -0.46480
H 3.20209 2.69492 -1.58690
H 2.08349 0.96052 0.38820
H 3.00649 -0.53098 2.10350
H 2.89009 -2.98578 1.81540
H 1.77709 -3.93878 -0.17690
H 0.84839 -2.47088 -1.88970
H 3.87169 0.02572 -1.39220
H 6.08439 0.01072 -2.44830
H 6.30749 0.26452 -4.88830
H 4.28789 0.47922 -6.29340
H 2.05129 0.56472 -5.23620
C -1.60901 0.00802 5.14220
Si -0.87431 -0.93548 3.65080
C -1.94771 -2.40738 3.05100
C 0.82049 -1.64438 4.18300
As -0.67371 0.56132 1.80680
Si -3.75551 -0.18168 0.29820
C -4.53331 -1.94038 0.19030
C -4.58431 1.04772 -0.93700
C -4.06211 0.56372 2.05370
H -1.52481 -0.57928 6.05070
H -2.65601 0.25872 5.01000
H -1.06801 0.93772 5.29740
H -1.77291 -3.27188 3.68150
H -1.68771 -2.68368 2.02960
H -3.00911 -2.19118 3.08050
H 0.70859 -2.21748 5.09930
H 1.55269 -0.86308 4.37130
H 1.21929 -2.31298 3.42720
H -4.94171 -2.09018 -0.80320
H -5.34931 -2.01798 0.90040
H -3.83641 -2.74638 0.39210
H -4.40401 0.78302 -1.97490
H -4.24461 2.06912 -0.78050
H -5.65881 1.02882 -0.76830
H -3.77681 -0.10448 2.85800
H -5.12841 0.74432 2.13710
H -3.54881 1.51092 2.20340
F -1.74031 -2.67838 -1.14050
C -1.90591 -1.48128 -1.79450
F -3.11291 -1.51968 -2.37420
F -1.01681 -1.49418 -2.82790
```

net charge = +1
HOMO level (alpha / beta) = -10.7 / -10.6 eV
energy relative to the best compared isomer or geometry (same formula, charge and spin) = 31.4 kcal per mole
frontier orbital gap (alpha / beta) = 5.05 / 5.03 eV
lowest unoccupied orbital energy (alpha / beta) = -0.207 / -0.205 Eh

***

[2]
DFT (ωB97M-V with the def2-TZVPD basis set) results for a cluster of 11 separate species, C25H32BrCl30F7NO3S in total.

```
100
Properties=species:S:1:pos:R:3
C 2.74922 -5.67206 -0.63091
C 1.79199 -4.42039 -0.23099
Br 0.99264 -4.84385 1.51507
C 0.83329 -4.15597 -1.45295
C -0.41285 -3.16178 -1.26844
S -1.90687 -4.29479 -1.18435
O -1.99331 -4.94425 -2.56058
O -1.73029 -5.45278 -0.22325
C -3.52620 -3.50557 -0.77141
F -4.45400 -4.59474 -0.70401
F -3.60212 -2.95008 0.54242
C -4.16615 -2.51329 -1.84350
F -4.10927 -3.00456 -3.17748
F -3.59018 -1.22269 -1.85632
C -5.75389 -2.24316 -1.61324
F -6.06383 -1.82455 -0.32150
F -6.55652 -3.28042 -2.09367
F -6.04315 -1.13156 -2.45510
C -0.30720 -2.07721 -0.11423
C -0.41258 -0.53226 -0.48954
C 0.83426 0.29716 0.16372
C -1.71001 0.08799 0.28077
N -0.54791 -0.15960 -1.90959
O -0.37237 1.11034 -2.16038
C 0.13751 -1.05630 -2.87002
C -0.23943 -0.49903 -4.34961
C 1.72968 -1.07112 -2.80102
C -0.57204 -2.48249 -2.75528
H 3.30167 -5.50532 -1.61012
H 2.03760 -6.56969 -0.71052
H 3.45516 -5.92584 0.23967
H 2.50457 -3.52923 -0.08639
H 0.46923 -5.18111 -1.83502
H 1.49019 -3.75766 -2.31219
H 0.62748 -2.15771 0.55193
H -1.16744 -2.28763 0.62536
H 0.39912 1.32167 0.49085
H 1.23548 -0.18316 1.11224
H 1.65022 0.53744 -0.58660
H -2.07126 1.05425 -0.19911
H -2.56046 -0.65598 0.38423
H -1.36262 0.34682 1.34317
H -0.07687 -1.31203 -5.12904
H -1.34960 -0.22969 -4.37254
H 0.34621 0.43909 -4.61640
H 2.13375 -1.58521 -3.73981
H 2.07913 0.01569 -2.85241
H 2.09082 -1.55319 -1.83129
H -0.12730 -3.16220 -3.57017
H -1.66031 -2.33703 -3.05139
C 2.41900 3.91106 0.84279
Cl 3.84920 2.93879 0.46462
Cl 1.44180 4.16830 -0.60751
Cl 1.45572 3.13507 2.10716
H 2.75100 4.87947 1.21079
C -9.66760 -2.67538 -0.62240
Cl -11.18396 -3.39580 -0.06452
Cl -9.27758 -3.23180 -2.25449
Cl -9.76288 -0.90948 -0.57351
H -8.87154 -2.99382 0.04702
C 7.72302 2.51006 2.39763
Cl 6.20492 1.78187 2.93882
Cl 8.13315 1.95445 0.76852
Cl 7.61746 4.27543 2.44421
H 8.51384 2.19658 3.07526
C -9.96992 -6.24246 2.29741
Cl -10.34075 -7.58399 1.20631
Cl -9.52972 -6.84724 3.90024
Cl -8.67177 -5.24104 1.63257
H -10.86046 -5.62567 2.39667
C 4.93668 -2.92556 -3.76504
Cl 3.81093 -3.74327 -4.86128
Cl 4.41155 -3.11099 -2.08545
Cl 6.57646 -3.55199 -3.97670
H 4.94090 -1.86516 -4.00739
C 0.33488 4.19194 5.78928
Cl -0.01422 2.84839 4.69129
Cl 0.76143 3.58622 7.39564
Cl 1.63268 5.20446 5.14280
H -0.56158 4.80118 5.87996
C 7.05460 -1.34336 -7.32802
Cl 5.67414 -2.12042 -6.53741
Cl 8.54118 -1.63463 -6.41391
Cl 7.22389 -1.92149 -8.99074
H 6.87456 -0.27100 -7.35529
C 2.81323 8.54315 7.14910
Cl 3.10699 6.95963 7.88390
Cl 4.18849 9.02782 6.14702
Cl 1.32452 8.51858 6.19184
H 2.69560 9.27484 7.94662
C -0.83038 5.90251 -3.13904
Cl 0.84254 6.47891 -3.13140
Cl -1.45404 5.83224 -4.79339
Cl -0.94943 4.31722 -2.36168
H -1.43702 6.60702 -2.57457
C 2.25234 11.14500 10.55748
Cl 3.68350 10.17494 10.17894
Cl 1.27792 11.40894 9.10407
Cl 1.28862 10.36470 11.81826
H 2.58289 12.11253 10.92845
```

multiplicity = 2
net charge = 0
HOMO level (alpha / beta) = -8.9 / -10.0 eV
⟨S²⟩ = 0.754
frontier orbital gap (alpha / beta) = 9.00 / 9.74 eV
lowest unoccupied orbital energy (alpha / beta) = 0.003 / -0.010 Eh

***

[3]
DFT (ωB97M-V with the def2-TZVPD basis set) results for a structure of composition C25H32BrKN5O3PS3.

```
71
Properties=species:S:1:pos:R:3
K 0.34925 -1.73258 0.61273
N -4.78312 -1.79243 1.03489
C -3.45748 -1.51229 0.79681
S -2.40690 -1.74987 2.11770
N -3.21407 -1.29564 -0.51757
N -1.98737 -1.15619 -0.93872
C -1.78285 -0.53060 -2.07044
C -2.88909 -0.25378 -2.98850
C -2.61644 -0.20066 -4.36224
C -3.59369 0.28362 -5.24029
C -4.88748 0.46646 -4.90992
C -5.18970 0.29477 -3.57339
C -4.22023 0.00884 -2.60901
C -0.40471 -0.28339 -2.34151
C -0.01485 0.79114 -3.21698
C 1.29314 1.00707 -3.50718
C 2.25225 0.02703 -3.08076
C 1.73909 -1.03297 -2.32474
N 0.47889 -1.24281 -1.93616
H -4.91031 -2.23666 1.94011
H -5.50326 -1.57919 0.39652
H -1.58987 -0.25135 -4.72404
H -3.35382 0.50194 -6.30722
H -5.56710 0.86375 -5.65576
H -6.16998 0.41272 -3.19700
H -4.52937 0.01962 -1.57984
H -0.83005 1.37451 -3.60972
H 1.53313 1.75646 -4.22306
H 3.31797 0.04166 -3.31164
H 2.38807 -1.91160 -2.10522
Br -1.29219 -5.78325 1.31022
C 0.57032 -5.57910 1.00381
C 1.23820 -6.85259 1.24964
C 2.64310 -6.77479 1.34387
C 3.29045 -5.64702 0.97873
C 2.52586 -4.56962 0.29671
N 1.10305 -4.42783 0.72042
H 0.72427 -7.77306 1.45339
H 3.18662 -7.65129 1.66889
H 4.31698 -5.40238 1.13885
H 2.54517 -4.94210 -0.76475
C 1.55844 4.69922 0.65926
C 2.77238 3.79025 0.92856
C 3.82709 4.47844 1.74796
O 2.38149 2.61886 1.69163
P 1.00610 1.90233 2.13932
S 1.53985 0.33336 3.16996
S -0.12104 1.41257 0.53205
O 0.32768 3.12490 2.96672
C -1.04177 3.09188 3.54037
C -1.77684 4.29778 2.97315
C -0.89415 3.16316 5.04657
H 1.74930 5.33506 -0.21633
H 1.40917 5.28954 1.55266
H 0.63344 4.14643 0.44090
H 3.23785 3.36073 -0.00006
H 3.37180 4.78038 2.69169
H 4.27374 5.36648 1.21523
H 4.62513 3.81344 2.02126
H -1.53550 2.18295 3.20199
H -1.38131 5.23345 3.31507
H -2.79036 4.28844 3.39211
H -1.84991 4.31338 1.85756
H -0.50582 4.12905 5.37316
H -0.25446 2.32472 5.42313
H -1.88076 3.03622 5.46830
C 4.28689 -2.83930 -0.02858
O 2.91854 -3.17338 0.35474
H 4.76681 -3.65849 -0.56734
H 4.86140 -2.54584 0.86876
H 4.18292 -1.98052 -0.72740
```

net charge = -2
HOMO level = -0.9 eV
energy relative to the best compared isomer or geometry (same formula, charge and spin) = 2.4 kcal per mole
frontier orbital gap = 4.97 eV
lowest unoccupied orbital energy = 0.151 Eh

***

[4]
DFT (ωB97M-V with the def2-TZVPD basis set) results for a structure of composition C25H32BrN5O3S3W.

```
70
Properties=species:S:1:pos:R:3
W 0.45531 -0.17323 -0.13773
Br -1.67064 -1.76246 -0.12693
C -2.98242 -0.35047 -0.21162
C -4.28408 -0.66831 -0.44191
C -5.23590 0.37641 -0.40263
C -4.84982 1.65204 -0.11358
C -3.48964 1.97245 0.12957
C -3.07688 3.28881 0.44648
C -1.76124 3.56410 0.68863
C -0.78993 2.54069 0.59406
C -1.12406 1.24590 0.26635
C -2.50509 0.95317 0.06238
H -4.59597 -1.68570 -0.63397
H -6.27554 0.14450 -0.58636
H -5.58763 2.44256 -0.06267
H -3.82275 4.07140 0.50308
H -1.45639 4.57109 0.94197
H 0.24631 2.80317 0.78788
C -0.99963 0.91278 3.69540
S -0.24342 -0.54264 3.00192
C 0.93701 -0.92517 4.26900
O 0.69194 0.03590 1.87673
H -0.23735 1.66720 3.88216
H -1.47914 0.60704 4.62618
H -1.74816 1.27535 2.99559
H 0.37353 -1.25288 5.14351
H 1.53009 -0.03954 4.48894
H 1.56098 -1.73206 3.89226
C -1.33482 2.18140 -3.08350
C -0.04692 1.37449 -3.19675
C 1.16145 2.21178 -2.82675
C 0.09024 0.75523 -4.58278
N -0.20963 0.25214 -2.18452
N 0.74059 -0.80807 -2.17808
H -1.29058 3.01773 -3.77969
H -1.47220 2.57789 -2.07749
H -2.20521 1.57802 -3.35396
H 1.28049 2.99918 -3.57034
H 2.08952 1.63546 -2.81819
H 1.02471 2.68185 -1.85269
H 0.07855 1.54712 -5.33021
H -0.74035 0.08244 -4.80615
H 1.03026 0.21422 -4.70817
H -1.13722 -0.15151 -2.31773
H 1.62572 -0.53837 -2.60172
H 0.39956 -1.68808 -2.55674
N 4.76931 -7.39188 -1.33958
C 4.19840 -6.31157 -0.75759
C 4.99333 -5.33302 -0.13057
C 4.41319 -4.23877 0.46359
C 3.02717 -4.08102 0.43949
C 2.22692 -5.04376 -0.17144
C 2.80202 -6.14444 -0.76420
S 2.31608 -2.69043 1.18384
O 3.12815 -2.25637 2.28844
O 0.90132 -2.92994 1.38896
N 2.31330 -1.49155 0.03422
C 3.06951 -0.36991 0.15596
S 4.68038 -0.05181 0.60548
C 4.40030 1.63862 0.35242
C 3.14051 1.87685 -0.06056
N 2.37804 0.72913 -0.16884
H 5.75748 -7.55342 -1.27222
H 4.20719 -8.13178 -1.71860
H 6.06758 -5.45878 -0.09958
H 5.03747 -3.51688 0.97458
H 1.14995 -4.94118 -0.15517
H 2.17624 -6.89993 -1.22125
H 5.18100 2.35918 0.52954
H 2.71237 2.84157 -0.27766
```

multiplicity = 3
net charge = +2
HOMO level (alpha / beta) = -12.5 / -12.5 eV
energy relative to the best compared isomer or geometry (same formula, charge and spin) = 0.0 kcal per mole
⟨S²⟩ = 2.013
frontier orbital gap (alpha / beta) = 7.18 / 6.29 eV
lowest unoccupied orbital energy (alpha / beta) = -0.195 / -0.228 Eh

***

[5]
DFT (ωB97M-V with the def2-TZVPD basis set) results for a structure of composition C25H32Cl2IrN5O3S2.

```
70
Properties=species:S:1:pos:R:3
Ir 0.02995 -1.87528 0.54131
C 2.42985 0.19021 3.56423
C 1.26915 -0.29062 2.74269
N 1.47124 -0.97854 1.66589
N 2.79451 -1.00900 1.21360
C 2.98743 -1.69876 0.16297
S 1.71257 -2.60028 -0.67612
S 4.52742 -1.69996 -0.66000
C 5.12996 -0.04053 -0.21751
C 4.34436 1.03728 -0.92054
C 3.44772 1.84463 -0.22907
C 2.72312 2.83140 -0.89070
C 2.88579 3.01433 -2.25723
C 3.78033 2.21155 -2.95590
C 4.50355 1.23530 -2.29102
C -0.09441 0.04677 3.14007
C -0.35691 0.42835 4.46684
C -1.60470 0.84037 4.87213
C -2.62734 0.91573 3.92557
C -2.39563 0.54340 2.61970
C -1.14572 0.07503 2.21673
O -1.06768 -0.31124 0.91634
H 3.24678 0.50271 2.92494
H 2.81000 -0.64046 4.16366
H 2.14690 1.00378 4.22222
H 6.16494 -0.05824 -0.56103
H 5.12785 0.07354 0.86322
H 3.33261 1.71866 0.83724
H 2.05970 3.47886 -0.32820
H 2.34069 3.79465 -2.77270
H 3.92547 2.35752 -4.01817
H 5.20127 0.61603 -2.84258
H 0.43889 0.37266 5.19597
H -1.78632 1.10835 5.90274
H -3.61264 1.25437 4.21698
H -3.18284 0.56810 1.87700
Cl -0.50277 -3.39055 3.61284
C -2.19044 -3.91873 3.51226
Cl -3.13137 -2.93692 2.37790
H -2.63320 -3.81690 4.49497
H -2.19390 -4.94451 3.16602
C -2.58770 1.87968 -3.54529
C -1.69325 2.21592 -2.35557
C -2.52605 2.72156 -1.17275
C -0.62187 3.22878 -2.73835
N -1.07151 0.94836 -1.93856
N 0.18042 0.84225 -1.54094
H -3.13304 2.77208 -3.84896
H -3.31201 1.10768 -3.28175
H -1.99688 1.52725 -4.39092
H -2.95923 3.68993 -1.42255
H -1.90635 2.83877 -0.28203
H -3.33518 2.02797 -0.94411
H -1.11042 4.09043 -3.19034
H 0.08190 2.81535 -3.46231
H -0.06971 3.59432 -1.86988
H -1.56461 0.03973 -2.02113
H 0.32871 -0.04358 -1.08121
H 0.66425 1.66736 -1.19891
O -2.06563 -1.10374 -2.21095
C -2.09012 -2.25471 -1.78347
C -2.86730 -3.39893 -2.40097
C -2.58483 -4.59418 -1.48745
C -1.60313 -4.04640 -0.47694
O -1.01035 -4.66179 0.38309
N -1.42377 -2.68582 -0.67950
H -2.50575 -3.54508 -3.41894
H -3.91854 -3.12397 -2.46793
H -2.13579 -5.44188 -2.00202
H -3.46844 -4.96037 -0.96455
```

multiplicity = 2
net charge = +1
HOMO level (alpha / beta) = -11.0 / -11.0 eV
energy relative to the best compared isomer or geometry (same formula, charge and spin) = 31.3 kcal per mole
⟨S²⟩ = 0.754
frontier orbital gap (alpha / beta) = 6.17 / 6.16 eV
lowest unoccupied orbital energy (alpha / beta) = -0.178 / -0.178 Eh

***

[6]
DFT (ωB97M-V with the def2-TZVPD basis set) results for a cluster of 3 separate species, C25H32ClO13PS in total.

```
73
Properties=species:S:1:pos:R:3
C 4.87170 2.44136 2.83118
C 3.91242 1.28982 2.29147
C 3.25818 1.61185 0.87876
C 1.77007 1.03446 0.72930
C 0.96528 1.98215 -0.28096
O 1.69187 2.05973 -1.51444
C -0.52580 1.48983 -0.43176
P -1.43363 1.45384 1.25996
C -2.00564 -0.27896 1.67837
C -0.99697 -0.98259 2.71151
C -3.04585 2.41792 0.96180
C -4.02737 2.36937 2.19574
O -0.70828 0.28704 -1.22366
S 0.36441 -0.90392 -0.91394
O -0.19347 -2.04785 -0.18252
O 0.79153 -1.42803 -2.21478
C 1.89433 -0.36815 -0.05473
C 2.49188 -1.52937 0.83376
C 3.06360 -2.61767 -0.17480
O 2.66029 -3.71568 -0.23707
Cl 4.41648 -2.20026 -1.34746
H 4.99206 3.30046 2.11706
H 5.90918 2.00681 2.96207
H 4.57456 2.77946 3.86818
H 4.57620 0.38460 2.14202
H 3.16194 1.01058 3.07608
H 3.24388 2.72129 0.65024
H 3.95429 1.16816 0.10383
H 1.27020 0.94032 1.72608
H 0.92723 3.01727 0.17976
H 2.18372 2.89732 -1.54759
H -1.06194 2.31394 -1.00116
H -2.96908 -0.16022 2.26121
H -2.25742 -0.93008 0.80334
H -0.66264 -1.99352 2.36728
H -0.13872 -0.29982 2.99165
H -1.55058 -1.15295 3.68612
H -3.59987 2.01854 0.05532
H -2.83322 3.50861 0.74927
H -4.57896 1.38234 2.24346
H -3.54050 2.52595 3.19347
H -4.84101 3.14458 2.06174
H 2.65807 -0.17155 -0.86510
H 3.36944 -1.20683 1.45438
H 1.74476 -1.98749 1.53855
C 0.66655 4.37081 -6.30164
C 0.92114 3.52488 -7.30476
C 1.26198 2.09120 -7.05013
O 1.46806 1.35126 -7.99380
C 1.33713 1.64032 -5.66166
C 1.08557 2.48804 -4.65834
C 0.71882 3.91261 -4.91459
O 0.47990 4.64743 -3.97096
O 1.15124 2.09612 -3.36569
O 0.88146 3.92432 -8.58973
H 0.41700 5.40915 -6.47276
H 1.60143 0.60570 -5.48892
H 0.92545 2.88337 -2.84934
H 1.09963 3.13084 -9.11618
C -2.52496 -5.90545 1.97508
C -2.95591 -4.73086 1.50143
C -3.86714 -3.85461 2.30155
O -4.22373 -2.78364 1.84516
C -4.29983 -4.33197 3.61447
C -3.87109 -5.50702 4.08458
C -2.93924 -6.37001 3.29696
O -2.55935 -7.42450 3.77148
O -4.25876 -5.96684 5.28943
O -2.58773 -4.28765 0.28748
H -1.86454 -6.54720 1.40819
H -4.97236 -3.69790 4.17583
H -3.81226 -6.82925 5.39525
H -3.02505 -3.42184 0.17860
```

net charge = 0
HOMO level = -8.8 eV
structure (SMILES) = CCC[C@H]1[C@@H](O)[C@H](P(CC)CC)OS(=O)(=O)[C@@H]1CC(=O)Cl.O=C1C=C(O)C(=O)C=C1O.O=C1C=C(O)C(=O)C=C1O
frontier orbital gap = 7.31 eV
lowest unoccupied orbital energy = -0.053 Eh

***

| no. | calculated total energy (hartree) |
| --- | --- |
| 1 | -6847.75438 |
| 2 | -18728.98519 |
| 3 | -6181.29662 |
| 4 | -5306.51122 |
| 5 | -3292.20458 |
| 6 | -3149.50262 |